# 1
The following is a DFT calculation (ωB97M-V/def2-TZVPD) of a structure of composition C30H36MnN4O5S2Te in a non-equilibrium geometry.

- Maximum force: 2.1 eV/Å
- Kohn-Sham gap (spin up / spin down): 0.2377 / 0.2368 hartree
- LUMO energy (spin up / spin down): -0.72 / -0.74 eV
- E_tot: -3975.3744 Eh
- HOMO energy (spin up / spin down): -7.189 / -7.181 eV
- Relative energy (zero: lowest compared OMol25 entry of this formula, charge and spin): 0.966 eV

ORCA input file:
```
! wB97M-V def2-TZVPD RIJCOSX def2/J DEFGRID3
* xyz 0 2
Mn 2.47882 -0.69286 -1.53059
N 3.39476 -2.61944 -2.03197
C 4.62368 -2.90021 -1.27397
C 5.25453 -1.56111 -0.96749
N 4.26090 -0.75446 -0.26969
C 4.06967 -1.04989 1.15271
C 2.85172 -1.93706 1.39100
N 1.78248 -1.50741 0.48179
H 2.72715 -3.37726 -1.96439
H 3.60743 -2.49603 -3.01691
H 5.32193 -3.55643 -1.80092
H 4.34291 -3.40347 -0.35055
H 5.49169 -1.04498 -1.90097
H 6.18785 -1.68087 -0.40448
H 4.52955 0.23204 -0.33679
H 3.91259 -0.08886 1.64478
H 4.96143 -1.51135 1.59206
H 2.55695 -1.84214 2.44229
H 3.06085 -2.99164 1.20609
H 1.50769 -0.55736 0.74959
H 0.96116 -2.09118 0.60051
Te 1.56234 1.63234 2.65413
C -0.18233 0.77355 3.54518
C -1.44553 0.87644 2.96508
C -2.53811 0.21282 3.50550
C -2.38200 -0.59319 4.62530
C -1.12728 -0.71546 5.20232
C -0.04079 -0.03325 4.67017
C 0.58316 3.32208 1.88944
C 0.67000 4.53398 2.56355
C -0.01850 5.64217 2.09121
C -0.80610 5.54211 0.95360
C -0.87627 4.33978 0.26562
C -0.17228 3.23605 0.72377
H -1.58348 1.51181 2.09522
H -3.51799 0.33123 3.05959
H -3.23195 -1.11404 5.04639
H -0.99356 -1.33610 6.07975
H 0.92708 -0.12238 5.15148
H 1.27758 4.61321 3.45564
H 0.05762 6.58504 2.61751
H -1.35435 6.40411 0.59592
H -1.46675 4.26256 -0.63864
H -0.16240 2.32139 0.14313
C -1.78268 -2.92046 -0.30717
O -2.94251 -2.54030 -1.04006
C -3.65031 -1.45086 -0.63686
C -5.03576 -1.59210 -0.59811
C -5.84550 -0.55270 -0.18209
C -5.28417 0.65521 0.21742
C -3.91384 0.81505 0.15429
C -3.09537 -0.21555 -0.29999
N -1.69954 0.04334 -0.39037
C -0.86393 -0.18543 -1.39762
C -1.09404 -0.52236 -2.72822
C -2.35577 -0.39178 -3.38654
C -2.45222 -0.51981 -4.73397
C -1.27866 -0.77536 -5.48984
C -0.06151 -0.93693 -4.90835
C 0.08230 -0.88462 -3.48488
O 1.20019 -1.20107 -2.96422
H -1.79138 -4.00790 -0.25937
H -1.80796 -2.51442 0.70664
H -0.87468 -2.59513 -0.82071
H -5.44769 -2.55150 -0.88059
H -6.91767 -0.69230 -0.14856
H -5.90835 1.46649 0.56507
H -3.45583 1.76020 0.42212
H -1.31005 0.56537 0.38550
H 0.16901 -0.03089 -1.11896
H -3.23516 -0.13840 -2.81338
H -3.40324 -0.40429 -5.23428
H -1.36080 -0.84438 -6.56860
H 0.82512 -1.14437 -5.49126
O 1.57922 0.94551 -0.71025
S 2.64706 1.95119 -1.13571
O 3.39370 1.10670 -2.14704
O 2.07316 3.15070 -1.67371
S 3.83497 2.35888 0.42675
*
```

***

# 2
The following is a DFT calculation (ωB97M-V/def2-TZVPD) of a structure of composition C30H36MoN7O7Se3Te2 in a non-equilibrium geometry.

- Maximum force: 3.0 eV/Å
- Kohn-Sham gap (spin up / spin down): 0.1647 / 0.1226 hartree
- LUMO energy (spin up / spin down): -2.15 / -2.99 eV
- E_tot: -9883.2387 Eh
- HOMO energy (spin up / spin down): -6.627 / -6.327 eV
- Relative energy (zero: lowest compared OMol25 entry of this formula, charge and spin): 2.155 eV

ORCA input file:
```
! wB97M-V def2-TZVPD RIJCOSX def2/J DEFGRID3
* xyz 0 2
Mo 0.47944 1.84658 2.27907
O 3.57612 -0.69812 1.23934
C 2.61645 -0.09545 1.85936
O 1.85934 0.68871 1.26417
C 2.35837 -0.26375 3.24966
C 2.97201 -1.10087 4.13981
C 2.62804 -1.03564 5.49240
C 1.71532 -0.08319 5.90945
C 1.12326 0.75134 4.97845
N 1.39205 0.63607 3.62928
C 0.26779 1.86913 5.18118
O -0.14115 2.34459 6.34610
O -0.05072 2.49915 4.15073
H 3.77860 -0.22153 0.40539
H 3.72418 -1.78553 3.76953
H 3.09152 -1.69296 6.21361
H 1.47642 0.02236 6.96111
H 0.17894 1.79922 7.07310
Se 2.73537 3.44821 0.33931
Se 2.70435 5.47836 -0.62646
Te 4.83542 2.38396 -0.44410
Se 2.49020 3.45250 2.63643
N -0.43331 7.00609 1.11806
N -0.83341 5.76697 1.52011
N -2.04083 5.50806 1.98792
C -1.91777 4.23600 2.33839
N -0.68105 3.78724 2.07550
N -0.00584 4.78979 1.55112
H -1.18967 7.55904 0.75262
H 0.42355 6.95602 0.57915
H -2.68012 3.62026 2.78979
C -3.01363 -0.58006 2.22514
C -2.32725 0.69964 2.61868
O -2.90261 1.56771 3.28601
N -1.04744 0.87736 2.22865
Te -0.25091 -1.06496 -0.33954
C 0.14425 -3.12504 -0.84532
C -0.72245 -4.14390 -0.42089
C -1.90950 -3.91591 0.48859
C -0.49769 -5.45796 -0.83807
C 0.56964 -5.79791 -1.64918
C 0.77627 -7.21275 -2.12573
C 1.46143 -4.79241 -2.00543
C 1.27325 -3.47347 -1.61599
C 2.30315 -2.45262 -2.02873
C -0.56030 -0.45617 -2.36583
C 0.30231 0.45637 -2.98479
C 1.61325 0.92187 -2.39668
C -0.05910 0.99505 -4.22409
C -1.25193 0.67838 -4.84367
C -1.67006 1.33769 -6.13235
C -2.08601 -0.24776 -4.22265
C -1.76528 -0.82248 -3.00201
C -2.72714 -1.80681 -2.38893
H -3.99440 -0.61226 2.69247
H -2.42184 -1.43910 2.54367
H -3.11669 -0.60247 1.13945
H -2.02303 -2.86613 0.73789
H -1.78289 -4.48317 1.41374
H -2.83069 -4.26004 0.01275
H -1.19078 -6.23070 -0.51744
H -0.06610 -7.84550 -1.84861
H 1.68285 -7.63840 -1.68978
H 0.88853 -7.23831 -3.21065
H 2.33108 -5.04202 -2.60711
H 3.25056 -2.93722 -2.27067
H 2.46902 -1.74006 -1.22253
H 1.96618 -1.89621 -2.90635
H 1.75186 0.54733 -1.38642
H 1.65254 2.01329 -2.35764
H 2.45401 0.59062 -3.01172
H 0.61731 1.70396 -4.69515
H -0.87444 1.96607 -6.53101
H -2.54919 1.96339 -5.96424
H -1.93747 0.59192 -6.88287
H -3.02557 -0.51624 -4.69723
H -3.63695 -1.88220 -2.98490
H -2.99231 -1.49256 -1.37830
H -2.27004 -2.79657 -2.32055
C -0.96235 3.40673 -1.48031
C -0.90305 2.28904 -0.46671
O -1.79465 1.47429 -0.38701
O 0.19657 2.30151 0.28372
H -1.19604 2.97846 -2.45552
H -0.02157 3.95451 -1.52553
H -1.77557 4.08155 -1.20212
*
```

***

# 3
The following is a DFT calculation (ωB97M-V/def2-TZVPD) of a structure of composition C30H36N4O8RuS2 in a non-equilibrium geometry.

- Maximum force: 8.0 eV/Å
- Kohn-Sham gap (spin up / spin down): 0.2215 / 0.2114 hartree
- LUMO energy (spin up / spin down): 2.49 / 2.50 eV
- E_tot: -2876.8229 Eh
- HOMO energy (spin up / spin down): -3.535 / -3.256 eV
- Relative energy (zero: lowest compared OMol25 entry of this formula, charge and spin): 5.366 eV

ORCA input file:
```
! wB97M-V def2-TZVPD RIJCOSX def2/J DEFGRID3
* xyz -1 2
Ru 3.30354 -1.04451 -0.77871
C 5.46742 -0.33147 0.73674
O 4.15321 -0.73253 1.08720
C 4.06953 -2.07122 1.59328
C 4.26512 -3.12907 0.50506
O 3.24020 -2.96039 -0.46887
C 3.57768 -3.47190 -1.75411
C 2.73385 -2.73725 -2.79812
O 2.96815 -1.32301 -2.80623
C 4.22410 -0.95130 -3.34945
H 6.15638 -0.48031 1.57353
H 5.44507 0.73416 0.49215
H 5.81959 -0.87268 -0.14498
H 3.06462 -2.17333 2.01677
H 4.79127 -2.20621 2.40648
H 4.18144 -4.13412 0.93086
H 5.25595 -3.02233 0.05283
H 3.35851 -4.54435 -1.77276
H 4.64204 -3.32906 -1.96496
H 1.67309 -2.86788 -2.55863
H 2.90428 -3.14711 -3.79971
H 4.35977 -1.38038 -4.34674
H 5.04094 -1.25696 -2.69099
H 4.24955 0.13862 -3.43535
O 4.96092 -1.17763 -1.26298
N -3.26690 3.96026 2.03900
C -2.48200 3.41102 1.01368
C -3.07663 2.63850 0.01097
C -2.32726 2.18083 -1.07709
C -0.98044 2.53734 -1.18747
C -0.39069 3.35942 -0.22649
C -1.15090 3.81115 0.85648
S -0.01332 1.96004 -2.58593
O 0.27801 3.14958 -3.36454
O -0.82545 0.91866 -3.20240
N 1.26582 1.25613 -1.91336
C 2.43043 1.77108 -1.72930
S 3.02826 3.38666 -2.14033
C 4.56273 3.02517 -1.45227
C 4.50362 1.77203 -0.99253
N 3.37227 1.03426 -1.11490
H -4.06556 3.38117 2.27707
H -2.72001 4.21388 2.85609
H -4.12999 2.37996 0.06955
H -2.79907 1.56118 -1.83523
H 0.64983 3.65841 -0.31582
H -0.68497 4.47383 1.58052
H 5.40286 3.69932 -1.41435
H 5.39332 1.36198 -0.52092
C -7.23778 0.72878 -0.62245
C -6.10888 0.67661 0.37061
C -6.21936 1.41088 1.56047
C -5.18765 1.40629 2.49319
C -4.03689 0.65912 2.25159
C -3.90254 -0.11292 1.08872
N -2.71942 -0.84453 0.82520
C -1.73089 -1.32543 1.72499
C -2.11366 -1.87797 2.96179
C -1.17043 -2.39699 3.84968
C 0.17560 -2.38883 3.50729
C 0.57185 -1.87192 2.27350
C -0.36422 -1.34278 1.35939
C 0.13077 -0.80464 0.02641
O -0.74018 -0.30186 -0.75913
O 1.37724 -0.88980 -0.21586
C -4.94898 -0.10295 0.13484
C -4.80573 -0.87857 -1.15357
H -7.98667 1.47681 -0.34033
H -7.74079 -0.24179 -0.67461
H -6.86537 1.00404 -1.61430
H -7.10573 2.00775 1.75907
H -5.26578 1.99720 3.40047
H -3.22143 0.70430 2.96839
H -2.23091 -0.46182 -0.01306
H -3.16671 -1.92108 3.22505
H -1.49182 -2.81499 4.79790
H 0.92024 -2.79243 4.18590
H 1.62707 -1.87890 2.00175
H -4.07223 -1.68686 -1.07880
H -4.49890 -0.20457 -1.95948
H -5.75005 -1.35977 -1.42733
*
```